Entry from the Open Molecules 2025 dataset: a molecular structure, C36H35N11O2Sn at a distorted geometry (ωB97M-V/def2-TZVPD).

Geometry as XYZ:
```
85
Properties=species:S:1:pos:R:3:forces:R:3
Sn 0.470 -0.158 1.268 0.8 -1.4 0.1
O 0.003 -2.378 1.357 0.2 1.3 0.0
N 0.950 -3.186 1.686 -0.6 -0.9 0.1
N 2.066 -2.687 1.932 -0.1 0.8 -0.2
O 2.310 -1.396 1.871 -0.7 0.6 -0.1
C 3.107 -3.546 2.368 0.9 -0.8 0.3
C 3.358 -4.730 1.688 -0.1 0.3 0.0
C 4.367 -5.563 2.140 0.0 0.0 0.1
C 5.100 -5.227 3.270 0.0 0.0 -0.1
C 4.840 -4.042 3.940 -0.1 0.0 0.0
C 3.843 -3.193 3.493 -0.2 0.1 -0.2
H 2.766 -4.976 0.821 0.0 -0.1 -0.1
H 4.578 -6.477 1.611 0.0 -0.1 0.0
H 5.871 -5.890 3.629 0.1 -0.1 0.0
H 5.409 -3.781 4.819 0.1 0.0 0.1
H 3.614 -2.274 4.011 0.1 0.1 0.0
C -1.212 -1.395 -5.939 0.0 0.0 0.0
C -0.952 0.080 -5.951 -0.1 0.1 0.1
C -0.879 0.795 -7.137 0.0 0.1 0.1
C -0.650 2.160 -7.144 0.0 0.1 0.0
C -0.488 2.836 -5.948 0.0 0.1 -0.1
C -0.534 2.144 -4.750 0.0 -0.1 0.1
C -0.767 0.773 -4.750 0.0 0.3 -0.4
N -0.716 0.012 -3.565 0.0 -0.5 -0.2
C -0.894 0.406 -2.285 0.5 -0.5 0.4
N -1.773 1.445 -2.079 0.0 0.5 -0.2
C -2.352 1.767 -0.894 -0.2 -0.7 0.4
C -2.249 1.103 0.290 -0.4 -0.3 0.2
C -2.572 1.572 1.490 0.6 0.1 -0.2
C -2.758 3.069 1.623 -0.1 -0.3 -0.1
C -3.155 3.668 0.310 -0.1 0.0 -0.3
C -3.167 2.993 -0.856 -0.1 0.5 0.1
C -3.746 3.553 -2.112 -0.1 0.1 0.0
N -0.310 -0.173 -1.288 -0.4 0.3 0.1
C 0.541 -1.268 -1.603 0.2 -0.2 -0.2
C 1.899 -1.028 -1.798 -0.1 0.1 0.0
C 2.759 -2.076 -2.071 0.1 0.0 0.1
C 2.262 -3.366 -2.139 0.1 0.0 0.0
C 0.910 -3.603 -1.956 0.1 0.0 0.0
C 0.025 -2.567 -1.691 0.0 0.1 0.1
C -1.431 -2.828 -1.478 0.0 0.1 0.1
H -1.443 -1.747 -6.940 0.0 -0.1 0.0
H -2.049 -1.635 -5.285 0.0 -0.1 0.0
H -0.339 -1.947 -5.584 0.0 -0.1 0.0
H -0.993 0.272 -8.072 -0.1 -0.1 -0.1
H -0.586 2.694 -8.078 0.0 0.1 -0.1
H -0.300 3.897 -5.943 0.0 0.1 0.0
H -0.331 2.660 -3.821 0.1 0.1 0.0
H -0.224 -0.872 -3.655 0.0 0.2 0.1
H -2.195 1.826 -2.918 0.1 0.0 0.1
H -2.841 0.947 2.327 -0.3 -0.2 0.1
H -3.591 3.217 2.322 0.1 -0.1 -0.1
H -3.520 4.685 0.350 -0.2 0.1 -0.1
H -4.421 4.371 -1.880 0.0 0.1 -0.1
H -4.313 2.782 -2.634 -0.1 0.0 -0.1
H -2.981 3.935 -2.788 0.1 0.0 -0.1
H 2.259 -0.007 -1.789 0.0 0.0 0.1
H 3.809 -1.882 -2.225 0.1 0.0 0.0
H 2.933 -4.188 -2.330 0.1 -0.1 -0.1
H 0.533 -4.613 -2.017 -0.1 -0.1 0.0
H -1.600 -3.881 -1.270 -0.1 -0.1 0.0
H -2.018 -2.554 -2.356 -0.1 0.0 0.0
H -1.785 -2.248 -0.626 -0.2 0.0 0.0
N 0.030 3.699 0.589 -0.1 -0.1 0.4
C -0.331 3.342 1.812 -0.1 -0.1 -0.3
N -1.580 3.734 2.281 0.2 0.5 0.4
C -1.599 3.858 3.666 -0.3 -0.1 -0.2
N -2.575 4.555 4.232 0.1 0.0 -0.1
N -0.748 3.208 4.425 0.1 0.1 0.7
C 0.090 2.384 3.811 -0.6 0.9 -0.7
N 0.434 2.555 2.534 0.7 -0.2 0.3
C 0.497 1.214 4.580 0.2 -0.5 0.7
C 0.712 1.293 5.953 0.0 0.0 -0.3
C 0.892 0.117 6.666 0.0 -0.1 -0.2
C 0.823 -1.089 5.985 0.0 0.2 0.1
C 0.611 -1.065 4.613 -0.1 -0.4 0.1
N 0.456 0.052 3.921 0.1 0.2 -0.4
H -0.545 4.300 0.021 0.0 0.0 0.0
H 0.947 3.430 0.270 0.0 -0.1 -0.1
H -3.216 5.125 3.705 0.1 0.1 0.0
H -2.569 4.624 5.239 -0.1 -0.1 0.0
H 0.734 2.256 6.435 0.0 0.1 0.1
H 1.051 0.144 7.733 0.0 0.0 0.1
H 0.913 -2.030 6.505 0.0 -0.1 0.0
H 0.524 -1.983 4.050 0.0 -0.1 0.0
```
Forces are in eV/Å.

Properties
**Molar mass**: 772.46 g/mol
**Total charge**: +2
**HOMO level**: -12.754 eV
**Frontier orbital gap**: 6.2 eV

Atomic partial charges in e from the Mulliken method, atoms 1 to 8:
1. Sn 1.239
2. O -0.430
3. N -0.621
4. N 1.488
5. O -0.778
6. C 0.223
7. C -0.353
8. C -0.662